DFT (the ωB97M-V functional and the def2-TZVPD basis) results for an isolated molecule of C3H4FNS.

Values from the calculation:
- 2S+1: 1
- Molecular weight: 105.14 g mol⁻¹
- Strongest force on any atom: 5.69 eV Å⁻¹
- E_tot: -669.3905 a.u.
- Kohn-Sham gap: 8.38 eV
- SMILES string: C=C(F)/C=N\S

Geometry (Å):
C1 -1.70 -0.02 -0.08
C2 -0.38 -0.21 0.11
F1 0.10 -1.47 -0.20
C3 0.53 0.82 -0.09
N1 1.74 0.96 -0.16
S1 2.65 -0.41 -0.03
H1 -2.32 1.03 0.00
H2 -2.38 -0.80 0.13
H3 -0.09 1.77 0.00
H4 1.85 -1.67 0.33

DFT (the ωB97M-V functional and the def2-TZVPD basis) results for a cluster of 2 separate species, C31H40N2O3 in total.

Values from the calculation:
- 2S+1: 1
- Molecular weight: 488.67 g mol⁻¹
- Strongest force on any atom: 2.37 eV Å⁻¹
- E_tot: -1540.3485 a.u.
- Kohn-Sham gap: 3.89 eV

Geometry (Å):
C1 3.11 -0.29 2.97
C2 2.25 0.94 2.91
O1 0.90 0.53 2.68
C3 0.03 1.60 2.76
C4 -1.36 1.11 2.86
C5 -2.39 2.11 2.64
O2 -2.38 2.90 1.71
C6 -3.61 2.05 3.59
C7 -4.63 1.06 3.01
C8 -3.99 -0.28 2.63
C9 -2.93 -0.85 3.56
C10 -1.54 -0.15 3.59
O3 0.45 2.74 2.79
H1 4.15 0.02 3.07
H2 2.86 -0.92 3.83
H3 3.03 -0.88 2.06
H4 2.30 1.49 3.86
H5 2.55 1.62 2.11
H6 -3.33 1.81 4.63
H7 -4.05 3.06 3.59
H8 -5.47 0.93 3.70
H9 -5.03 1.51 2.09
H10 -4.80 -1.02 2.51
H11 -3.55 -0.17 1.63
H12 -3.28 -0.91 4.60
H13 -2.76 -1.89 3.25
H14 -0.77 -0.86 3.21
H15 -1.27 0.01 4.65
C11 6.79 -3.63 0.02
C12 6.22 -4.81 -0.78
C13 4.71 -4.55 -0.93
N1 4.51 -3.15 -0.55
C14 3.29 -2.54 -0.41
C15 2.14 -3.28 0.00
C16 1.01 -2.61 0.42
C17 0.80 -1.24 0.08
C18 -0.54 -0.75 0.14
C19 -1.14 -0.05 -0.93
C20 -0.57 -0.05 -2.25
C21 -1.14 0.67 -3.29
C22 -2.19 1.58 -2.99
N2 -2.58 2.57 -3.87
C23 -2.80 3.94 -3.42
C24 -3.30 4.70 -4.65
C25 -3.60 3.64 -5.73
C26 -3.12 2.29 -5.18
C27 -2.86 1.46 -1.74
C28 -2.39 0.63 -0.76
C29 1.93 -0.50 -0.38
C30 3.16 -1.12 -0.53
C31 5.68 -2.57 0.09
H16 7.02 -3.94 1.05
H17 7.69 -3.21 -0.43
H18 6.70 -4.84 -1.77
H19 6.41 -5.76 -0.27
H20 4.39 -4.76 -1.97
H21 4.13 -5.22 -0.28
H22 2.22 -4.36 0.12
H23 0.20 -3.12 0.94
H24 -1.16 -1.10 0.96
H25 0.29 -0.68 -2.44
H26 -0.74 0.61 -4.31
H27 -3.53 3.96 -2.59
H28 -1.88 4.37 -3.01
H29 -4.20 5.27 -4.39
H30 -2.52 5.39 -4.98
H31 -4.67 3.60 -5.91
H32 -3.07 3.86 -6.66
H33 -2.37 1.79 -5.81
H34 -3.97 1.58 -5.09
H35 -3.78 2.04 -1.58
H36 -2.97 0.48 0.15
H37 1.81 0.57 -0.57
H38 4.06 -0.52 -0.75
H39 5.45 -2.30 1.14
H40 5.97 -1.62 -0.40

DFT (the ωB97M-V functional and the def2-TZVPD basis) results for a cluster of 7 separate species, C47H42INO12P in total.

Values from the calculation:
- 2S+1: 1
- Molecular weight: 970.73 g mol⁻¹
- Net charge: +1
- Strongest force on any atom: 0.62 eV Å⁻¹
- E_tot: -3412.4311 a.u.
- Kohn-Sham gap: 7.72 eV

Geometry (Å):
C1 5.68 -6.03 1.99
C2 5.34 -5.80 0.52
P1 5.89 -4.16 -0.11
C3 4.95 -3.88 -1.64
C4 5.30 -2.92 1.12
C5 6.23 -2.62 2.13
C6 6.12 -1.49 2.93
C7 5.08 -0.63 2.70
N1 4.12 -1.00 1.83
C8 4.14 -2.14 1.10
C9 2.86 -2.43 0.38
C10 2.19 -3.77 0.68
C11 0.72 -3.68 0.30
I1 2.35 -4.31 2.74
H1 5.24 -6.96 2.33
H2 5.33 -5.22 2.63
H3 6.76 -6.12 2.11
H4 5.93 -6.50 -0.07
H5 4.29 -6.00 0.29
H6 5.54 -4.27 -2.46
H7 3.95 -4.31 -1.66
H8 4.87 -2.81 -1.80
H9 7.09 -3.26 2.25
H10 6.86 -1.26 3.68
H11 4.97 0.34 3.16
H12 3.31 -0.40 1.73
H13 2.14 -1.67 0.70
H14 2.96 -2.31 -0.70
H15 2.65 -4.54 0.06
H16 0.32 -4.67 0.10
H17 0.13 -3.24 1.09
H18 0.62 -3.11 -0.63
C12 -2.05 0.34 -3.73
C13 -1.02 -0.50 -3.83
C14 0.05 -0.53 -2.81
O1 0.99 -1.29 -2.89
C15 -0.08 0.39 -1.65
C16 -1.11 1.22 -1.54
C17 -2.17 1.27 -2.58
O2 -3.11 2.03 -2.48
H19 -2.84 0.38 -4.47
H20 -0.91 -1.19 -4.66
H21 0.71 0.35 -0.91
H22 -1.21 1.90 -0.71
C18 -3.75 -3.07 -0.29
C19 -3.51 -2.40 -1.41
C20 -4.26 -2.69 -2.66
O3 -4.02 -2.08 -3.68
C21 -5.29 -3.76 -2.61
C22 -5.53 -4.43 -1.48
C23 -4.78 -4.13 -0.23
O4 -5.00 -4.73 0.80
H23 -3.22 -2.87 0.64
H24 -2.76 -1.62 -1.47
H25 -5.82 -3.95 -3.53
H26 -6.28 -5.21 -1.41
C24 0.09 4.03 -5.63
C25 -0.54 4.85 -6.47
C26 -1.16 4.35 -7.72
O5 -1.72 5.09 -8.49
C27 -1.05 2.89 -8.00
C28 -0.42 2.07 -7.16
C29 0.19 2.58 -5.91
O6 0.76 1.83 -5.14
H27 0.54 4.37 -4.71
H28 -0.63 5.91 -6.29
H29 -1.51 2.54 -8.92
H30 -0.33 1.01 -7.34
C30 -0.86 2.17 4.21
C31 -0.41 1.77 3.03
C32 0.25 2.72 2.10
O7 0.66 2.34 1.01
C33 0.37 4.13 2.52
C34 -0.08 4.54 3.70
C35 -0.73 3.59 4.64
O8 -1.14 3.95 5.72
H31 -1.34 1.51 4.92
H32 -0.50 0.74 2.69
H33 0.84 4.80 1.82
H34 0.00 5.57 4.02
C36 -6.30 -4.38 4.65
C37 -6.46 -3.40 3.77
C38 -6.12 -1.99 4.10
O9 -6.25 -1.10 3.29
C39 -5.61 -1.72 5.47
C40 -5.46 -2.69 6.36
C41 -5.79 -4.10 6.02
O10 -5.64 -4.99 6.82
H35 -6.53 -5.41 4.43
H36 -6.83 -3.57 2.76
H37 -5.38 -0.68 5.70
H38 -5.09 -2.52 7.36
C42 2.15 8.80 1.04
C43 2.27 9.57 -0.04
C44 1.23 9.57 -1.10
O11 1.33 10.26 -2.09
C45 0.05 8.68 -0.90
C46 -0.06 7.92 0.18
C47 0.98 7.92 1.23
O12 0.88 7.21 2.22
H39 2.90 8.79 1.82
H40 3.11 10.22 -0.21
H41 -0.70 8.70 -1.69
H42 -0.91 7.26 0.35

| no. | HOMO (eV) |
| --- | --- |
| 1 | -8.65 |
| 2 | -5.68 |
| 3 | -11.53 |